1.
This record from the Open Molecules 2025 dataset describes a cluster of 2 separate species, C9H13N4OS in total at a distorted geometry. The level of theory is ωB97M-V with the def2-TZVPD basis set.

Results
- LUMO: -6.56 eV
- Spin multiplicity: 1
- Calculated total energy: -1042.84718 Ha
- Highest occupied orbital energy: -12.2 eV
- Total charge: +1
- HOMO-LUMO gap: 5.673 eV

Positions of all 28 atoms, in Å:
C 0.768 3.739 -0.875
C 1.114 3.349 0.375
C 0.781 -0.954 -1.673
C 0.427 0.300 -1.245
C -1.089 3.152 0.093
C -0.137 -1.062 0.334
C -2.524 2.812 0.343
C -0.515 -1.437 1.694
C 0.700 -3.301 -0.640
N -0.615 3.618 -0.975
N -0.007 2.867 1.035
N 0.469 -1.830 -0.644
N -0.129 0.224 0.010
O 1.020 1.336 2.822
S -0.222 1.651 2.195
H 1.361 4.133 -1.671
H 2.157 3.064 0.750
H 1.435 -1.404 -2.327
H 0.458 1.284 -1.672
H -2.965 3.700 0.879
H -2.909 2.697 -0.728
H -2.542 1.805 0.911
H -1.185 -0.735 2.203
H -1.022 -2.490 1.767
H 0.472 -1.711 2.246
H 1.403 -3.543 0.218
H -0.283 -3.728 -0.487
H 1.119 -3.605 -1.573



2.
This record from the Open Molecules 2025 dataset describes a structure of composition C9H13NO at a distorted geometry. The level of theory is ωB97M-V with the def2-TZVPD basis set.

Results
- LUMO: 0.70 eV
- Spin multiplicity: 1
- Calculated total energy: -480.41468 Ha
- Highest occupied orbital energy: -9.0 eV
- HOMO-LUMO gap: 9.708 eV

Positions of all 24 atoms, in Å:
C 1.550 1.588 -0.480
C 1.601 0.085 -0.313
C 0.855 -0.667 0.623
C -0.616 -0.357 0.415
C -1.328 0.624 0.861
C -2.711 0.821 0.582
C -3.433 -0.042 -0.199
C -2.667 -1.183 -0.597
C -1.404 -1.387 -0.356
H 1.480 1.939 0.689
H 0.212 2.047 -0.794
H 2.224 1.942 -1.287
H 1.470 -0.304 -1.163
H 3.629 -0.065 -1.133
H 3.623 0.307 0.492
H 1.067 0.038 1.821
H 2.387 -2.158 0.504
H -0.681 1.698 1.507
H -3.069 1.652 0.649
H -4.509 0.351 -0.449
H -3.136 -1.996 -1.092
H -0.892 -2.573 -0.881
N 3.144 -0.366 -0.143
O 1.202 -1.994 0.745



3.
This record from the Open Molecules 2025 dataset describes a cluster of 2 separate species, C9H13NO in total at a distorted geometry. The level of theory is ωB97M-V with the def2-TZVPD basis set.

Results
- LUMO: 0.76 eV
- Spin multiplicity: 1
- Calculated total energy: -480.74537 Ha
- SMILES: Cc1ccccc1.CC(N)=O
- Highest occupied orbital energy: -8.9 eV
- HOMO-LUMO gap: 9.704 eV

Positions of all 24 atoms, in Å:
C -1.731 2.676 -1.854
C -1.724 1.537 -0.877
C -2.739 0.590 -0.958
C -2.812 -0.409 0.016
C -1.860 -0.475 1.019
C -0.791 0.409 1.008
C -0.686 1.399 0.045
H -2.565 2.676 -2.552
H -0.809 2.787 -2.445
H -1.681 3.632 -1.321
H -3.417 0.544 -1.806
H -3.606 -1.136 -0.072
H -1.897 -1.251 1.769
H -0.133 0.304 1.858
H 0.162 2.067 -0.076
C 2.518 -2.479 -0.001
C 2.844 -1.805 1.298
N 3.312 -0.517 1.221
O 2.592 -2.314 2.374
H 1.723 -1.901 -0.488
H 2.324 -3.530 0.147
H 3.321 -2.354 -0.742
H 3.825 -0.207 2.037
H 3.832 -0.243 0.399



4.
This record from the Open Molecules 2025 dataset describes a cluster of 2 separate species, C9H13NO in total at a distorted geometry. The level of theory is ωB97M-V with the def2-TZVPD basis set.

Results
- LUMO: 0.20 eV
- Spin multiplicity: 1
- Calculated total energy: -480.57428 Ha
- SMILES: CNC(C)=O.c1ccccc1
- Highest occupied orbital energy: -8.8 eV
- HOMO-LUMO gap: 9.031 eV

Positions of all 24 atoms, in Å:
C 0.955 2.006 0.062
N 1.171 0.483 -0.090
C 2.206 -0.148 0.163
C 2.008 -1.596 -0.103
O 3.465 0.162 0.283
H 1.861 2.583 -0.121
H 0.072 2.320 -0.506
H 0.482 2.342 0.952
H 0.415 -0.001 -0.905
H 1.017 -2.061 -0.662
H 2.233 -2.095 0.722
H 2.859 -1.807 -0.715
C -1.691 1.002 0.637
C -1.504 -0.072 1.406
C -1.382 -1.334 0.893
C -1.458 -1.479 -0.498
C -1.368 -0.215 -1.288
C -1.678 1.027 -0.681
H -1.719 2.048 1.034
H -1.728 -0.150 2.504
H -1.567 -2.131 1.661
H -1.627 -2.561 -0.947
H -1.240 -0.208 -2.412
H -1.783 1.887 -1.389



5.
This record from the Open Molecules 2025 dataset describes a structure of composition C9H13NO at a distorted geometry. The level of theory is ωB97M-V with the def2-TZVPD basis set.

Results
- LUMO: 0.63 eV
- Spin multiplicity: 1
- Calculated total energy: -480.57149 Ha
- Highest occupied orbital energy: -8.8 eV
- HOMO-LUMO gap: 9.445 eV

Positions of all 24 atoms, in Å:
C -1.803 -1.090 -0.387
C -2.575 -0.861 0.658
C -2.983 0.342 1.190
C -2.796 1.472 0.299
C -1.973 1.289 -0.844
C -1.519 0.066 -1.175
C 4.120 0.177 0.503
C 2.677 0.513 0.088
C 0.586 -0.807 -0.233
H -1.734 -2.101 -0.884
H -2.835 -1.796 1.168
H -3.706 0.478 2.019
H -3.304 2.364 0.396
H -1.888 2.204 -1.359
H -0.954 0.080 -2.091
H 4.452 -0.765 -0.164
H 4.105 -0.090 1.797
H 4.666 1.460 0.365
H 2.494 -1.488 -0.161
H 0.317 0.200 -0.445
H 0.380 -1.313 -1.277
H 0.117 -1.219 0.732
N 2.002 -0.702 -0.187
O 2.154 1.585 -0.009